Entry 1:
Density functional theory data (wB97M-V/def2-TZVPD) for one molecule with the formula C5H8O.

XYZ file:
```
14
Properties=species:S:1:pos:R:3:forces:R:3:mulliken_charge:R:1
O 1.247915 1.506595 -1.037497 -0.3 -0.3 -0.8 -0.460
C 1.108630 0.984159 0.184938 0.9 0.2 1.2 -0.470
C -0.267016 -0.796407 -0.355551 -0.2 -0.1 -0.3 -0.243
C -1.123729 0.444053 -0.488428 -0.4 -0.6 0.3 -0.468
C -1.584517 -0.651384 0.384218 -0.2 -0.1 0.0 -0.654
C 1.021209 -0.498182 0.373672 0.0 0.3 0.0 -0.312
H 1.473322 1.661362 0.962619 -0.1 -0.3 -0.2 0.401
H 0.940677 -0.739723 1.441016 0.0 0.1 -0.2 0.263
H 1.905051 -1.027890 -0.016914 -0.2 0.1 0.0 0.308
H -1.583953 -0.525735 1.468989 0.1 0.0 -0.2 0.243
H -2.374770 -1.322560 0.033132 0.2 0.3 0.0 0.237
H -0.912100 1.463900 -0.181293 -0.1 -0.1 -0.2 0.367
H -0.257563 -1.524106 -1.171864 -0.1 0.2 0.2 0.345
H 0.600166 1.044152 -1.622967 0.4 0.3 0.2 0.444
```
Positions in Å, forces in eV/Å.

charge	0
energy relative to the best compared isomer or geometry (same formula, charge and spin)	121.3	kcal/mol
orbital gap (alpha / beta)	7.4 / 9.1	eV
highest occupied orbital energy (alpha / beta)	-7.23 / -8.16	eV
electronic energy	-270.36457	Eh

Entry 2:
Density functional theory data (wB97M-V/def2-TZVPD) for one molecule with the formula C2H4N4.

XYZ file:
```
10
Properties=species:S:1:pos:R:3:forces:R:3:mulliken_charge:R:1
N -0.878716 1.154432 -1.368960 -0.1 0.3 0.2 -0.354
N -0.860134 0.908635 -0.097014 -3.0 2.1 1.4 -0.569
N 0.750740 -0.325331 -0.940326 -1.6 0.9 0.7 -0.680
N 0.015967 0.073351 0.175642 3.9 -2.7 -1.5 0.929
C 0.106482 0.410492 -1.847627 0.4 -1.1 -0.8 0.014
C 0.209371 -0.542187 1.478627 -1.3 0.0 -0.1 -0.632
H 1.121495 -1.102582 1.607345 0.2 0.2 -0.4 0.257
H 0.161125 0.348502 -2.920114 0.9 -0.2 0.0 0.406
H -0.666728 -1.128951 1.709782 -0.1 -0.9 -0.5 0.319
H 0.040399 0.203638 2.202644 0.7 1.3 0.9 0.309
```
Positions in Å, forces in eV/Å.

charge	0
energy relative to the best compared isomer or geometry (same formula, charge and spin)	43.3	kcal/mol
orbital gap	11.9	eV
highest occupied orbital energy	-10.93	eV
electronic energy	-297.57530	Eh

Entry 3:
Density functional theory data (wB97M-V/def2-TZVPD) for a 6-piece molecular cluster, C26H36F17NO12S overall.

XYZ file:
```
93
Properties=species:S:1:pos:R:3:forces:R:3:mulliken_charge:R:1
S -5.660996 0.300499 -2.723156 0.0 -0.1 -0.3 -0.227
F 5.396389 3.509188 2.427021 -0.3 -0.5 0.2 -0.261
F -4.025928 4.431701 -5.584495 -0.3 -0.4 -0.3 -0.254
F -4.138580 2.615388 -4.428617 -0.3 -0.1 -0.7 -0.197
F -2.873902 2.703307 -6.175635 -0.6 -0.1 -0.2 -0.269
F 12.422162 -3.611261 2.352448 -0.6 0.5 0.1 -0.249
F -7.617806 2.332359 3.314363 -0.1 -0.6 -0.1 -0.275
F 2.856721 -3.263962 -1.490870 0.5 0.4 0.0 -0.269
F -5.760622 1.427420 2.687249 -0.6 -0.5 0.2 -0.157
F 2.480834 -1.140933 -1.426957 0.7 -0.1 0.0 -0.226
F 6.560826 2.491147 3.927266 -0.6 -0.4 -0.1 -0.265
F -0.610064 0.741575 1.003085 0.0 0.3 -2.2 -0.304
F -6.327871 1.391550 4.766960 -0.3 -0.4 -0.4 -0.260
F 3.140264 -2.064428 -3.265133 0.5 0.1 0.4 -0.279
F 11.865920 -2.451243 0.621953 -0.4 0.1 0.5 -0.247
F 6.338920 1.621052 1.962587 -0.5 -0.2 0.3 -0.237
F 10.634911 -4.114134 1.249765 -0.2 0.5 0.3 -0.241
F -3.443853 -1.912042 -1.982868 0.1 0.2 -0.7 -0.187
O -5.300354 3.342228 -7.686915 0.6 -0.3 0.8 -0.323
O -2.440635 -1.520887 1.345284 -0.1 -1.1 -4.6 -0.494
O -8.360040 -0.313433 4.327436 0.6 0.8 -0.6 -0.346
O -1.060839 -1.613062 -0.469833 -2.7 0.5 -0.7 -0.259
O 4.333248 0.911675 4.408176 0.7 0.6 -0.5 -0.522
O -7.433713 -0.747347 2.316312 0.4 0.8 0.4 -0.498
O 9.715633 -1.398667 1.842437 0.7 -0.9 0.0 -0.260
O 10.596762 -2.107594 3.794880 0.4 -0.4 -0.8 -0.510
O -5.946471 1.676904 -6.308687 0.8 0.6 0.3 -0.500
O 5.508461 -2.931071 -1.776820 -1.0 0.6 -0.2 -0.307
O 3.455848 1.648844 2.464847 1.2 0.1 0.3 -0.335
O 5.211820 -0.792488 -1.121826 -0.8 -0.4 -0.3 -0.515
N -3.576835 -2.036252 -0.625013 1.8 0.6 2.1 0.268
C 10.545958 -2.148713 2.594558 -1.3 1.2 0.8 0.356
C -8.328517 -2.722801 4.633593 0.3 0.0 -0.1 -1.064
C -2.358763 -1.700169 0.098471 0.2 0.9 4.2 0.294
C 8.844781 -0.506869 2.558283 -0.5 0.6 0.3 0.048
C -6.321366 2.959280 -8.621681 -0.6 -0.1 -0.5 -0.201
C -9.143713 -1.512980 4.220400 -0.4 -0.7 0.1 -0.202
C -4.680456 0.237580 0.039413 -0.8 0.2 -0.4 0.041
C -5.224493 2.604074 -6.560745 -1.3 -0.4 -1.3 0.356
C -7.540623 -0.049846 3.291470 -1.2 -1.5 0.1 0.412
C -0.886374 -0.414232 -1.260578 1.3 0.7 -0.9 -0.112
C -4.071246 3.087529 -5.685761 1.4 0.7 1.2 0.857
C 9.573229 0.771705 2.922582 0.3 0.0 0.1 -1.206
C 2.234163 0.946113 2.752546 -0.8 -0.3 0.1 0.104
C 6.913001 -2.815781 -1.496504 0.8 -0.1 0.3 -0.312
C 11.370080 -3.078406 1.708387 1.3 -1.1 -1.0 0.847
C -4.790050 -1.351985 -0.091614 -0.5 0.3 1.1 -0.823
C 7.180564 -3.019668 -0.018705 -0.2 0.1 0.2 -0.668
C 1.358644 1.758395 3.685812 0.2 0.2 0.2 -1.209
C 4.769261 -1.828839 -1.542493 1.9 -0.1 0.3 0.345
C -0.708710 0.943116 -0.416027 -0.4 0.2 -0.5 -0.164
C 4.430505 1.541368 3.387817 -1.8 -0.9 0.1 0.285
C 3.312939 -2.073449 -1.926940 -1.9 -0.5 -0.3 0.919
C -4.637809 1.042147 -1.352946 -0.5 0.9 1.6 -0.355
C -6.809520 1.270894 3.514184 1.1 1.7 0.4 0.828
C -7.661401 3.543007 -8.218701 0.0 0.0 0.3 -1.092
C 5.678579 2.291404 2.931210 1.4 1.2 -0.5 0.966
H 7.413089 -3.597139 -2.072371 -0.4 0.0 -0.1 0.341
H 10.006459 1.233289 2.031973 -0.2 0.0 0.0 0.335
H 2.442393 -0.047938 3.156884 0.2 0.2 0.0 0.321
H -7.994071 3.138653 -7.260022 0.0 -0.1 -0.1 0.309
H -3.802707 0.562312 0.699873 -1.2 -0.7 -0.9 0.200
H -5.099253 2.078693 -1.138834 0.8 -1.6 -0.3 0.507
H 8.892023 1.481645 3.394585 0.0 -0.1 -0.1 0.279
H -1.628223 1.598384 -0.650721 1.5 -0.8 0.8 0.174
H -5.678913 -1.720127 -0.702951 1.4 0.7 0.7 0.339
H 8.253227 -3.011403 0.183488 -0.1 0.0 -0.1 0.126
H -6.738550 -0.409342 -2.193913 1.2 0.9 0.3 0.066
H -1.696815 -0.227571 -2.039291 0.8 -0.5 1.1 0.223
H -8.420701 3.319131 -8.970558 0.1 0.0 0.0 0.365
H 0.236705 1.468093 -0.813788 -1.4 -0.7 1.0 0.307
H 10.397079 0.572081 3.611706 -0.1 0.0 0.0 0.380
H -7.485157 -2.878522 3.957011 -0.1 0.0 0.0 0.284
H 8.012623 -0.277668 1.889794 0.2 -0.2 -0.2 0.125
H -4.954032 -1.758422 0.973141 0.5 0.5 -1.7 0.286
H 8.423576 -0.997180 3.440069 0.3 -0.1 -0.1 0.355
H 0.398497 1.262910 3.840866 0.1 0.0 -0.1 0.334
H -3.560533 1.270082 -1.697110 -1.8 -0.8 0.0 -0.035
H -7.913380 -2.581958 5.634277 -0.2 0.0 0.0 0.305
H -5.633902 0.582055 0.587256 1.5 -0.7 -0.9 0.068
H -6.022852 3.359484 -9.592823 0.2 0.1 0.3 0.312
H 1.839373 1.893962 4.657600 0.0 -0.1 0.0 0.409
H -6.368444 1.871786 -8.722630 0.1 0.1 0.3 0.312
H -7.587645 4.626609 -8.100089 0.0 -0.1 -0.2 0.303
H 6.710055 -2.234534 0.577990 0.1 0.0 -0.1 0.184
H -9.993032 -1.393429 4.896131 0.2 0.3 0.0 0.326
H 7.303025 -1.857288 -1.849037 -0.3 0.0 0.1 0.298
H 6.762812 -3.970969 0.319451 0.1 0.0 -0.1 0.342
H -8.946132 -3.623003 4.629038 0.0 0.1 0.0 0.367
H 0.090083 -0.566632 -1.854051 -1.6 0.0 1.1 0.230
H 1.181843 2.755336 3.275086 -0.1 -0.1 -0.1 0.309
H -9.548866 -1.624338 3.211171 0.2 0.1 0.0 0.297
H 1.721473 0.804052 1.799527 0.3 0.2 0.0 0.070
```
Positions in Å, forces in eV/Å.

charge	0
energy relative to the best compared isomer or geometry (same formula, charge and spin)	13.9	kcal/mol
orbital gap	9.4	eV
highest occupied orbital energy	-8.92	eV
electronic energy	-4065.79318	Eh

Copy entry 1 word for word.
Density functional theory data (wB97M-V/def2-TZVPD) for one molecule with the formula C5H8O.

XYZ file:
```
14
Properties=species:S:1:pos:R:3:forces:R:3:mulliken_charge:R:1
O 1.247915 1.506595 -1.037497 -0.3 -0.3 -0.8 -0.460
C 1.108630 0.984159 0.184938 0.9 0.2 1.2 -0.470
C -0.267016 -0.796407 -0.355551 -0.2 -0.1 -0.3 -0.243
C -1.123729 0.444053 -0.488428 -0.4 -0.6 0.3 -0.468
C -1.584517 -0.651384 0.384218 -0.2 -0.1 0.0 -0.654
C 1.021209 -0.498182 0.373672 0.0 0.3 0.0 -0.312
H 1.473322 1.661362 0.962619 -0.1 -0.3 -0.2 0.401
H 0.940677 -0.739723 1.441016 0.0 0.1 -0.2 0.263
H 1.905051 -1.027890 -0.016914 -0.2 0.1 0.0 0.308
H -1.583953 -0.525735 1.468989 0.1 0.0 -0.2 0.243
H -2.374770 -1.322560 0.033132 0.2 0.3 0.0 0.237
H -0.912100 1.463900 -0.181293 -0.1 -0.1 -0.2 0.367
H -0.257563 -1.524106 -1.171864 -0.1 0.2 0.2 0.345
H 0.600166 1.044152 -1.622967 0.4 0.3 0.2 0.444
```
Positions in Å, forces in eV/Å.

charge	0
energy relative to the best compared isomer or geometry (same formula, charge and spin)	121.3	kcal/mol
orbital gap (alpha / beta)	7.4 / 9.1	eV
highest occupied orbital energy (alpha / beta)	-7.23 / -8.16	eV
electronic energy	-270.36457	Eh

- The lowest electronic energy belongs to which entry?
  C26H36F17NO12S

- The lowest energy relative to the best compared isomer or geometry (same formula, charge and spin) belongs to which entry?
  C26H36F17NO12S